The following is a DFT calculation (the ωB97M-V functional and the def2-TZVPD basis) of a single C12H17N5O2S molecule.

Calculated values
LUMO = -0.0120 hartree
ΔE to the lowest compared entry with this formula, charge and spin = 12.314 eV
Multiplicity = 1
HOMO = -8.1 eV
E = -35088.1130 eV
Frontier orbital gap = 7.78 eV

The geometry in XYZ format:
```
37
Properties=species:S:1:pos:R:3:forces:R:3
C 2.189855 -2.586542 0.066465 -8.05 -0.19 -3.97
O 1.791257 -1.212971 0.262545 0.62 -0.70 0.88
C 1.811883 -0.866664 1.635149 5.86 -6.99 0.75
C 1.013980 -1.778948 2.594488 0.73 -1.74 -3.09
N -0.305280 -1.695428 2.180934 0.07 13.96 7.48
C -1.018666 -2.516437 1.679369 -6.76 -4.31 -4.55
O -0.512534 -3.571314 1.386077 -0.89 -3.31 -1.23
C -2.631929 -2.150533 1.269828 4.23 3.51 1.60
H -2.784735 -2.233935 0.233313 -0.08 0.21 -1.22
H -3.186875 -2.766918 1.803786 -2.51 -3.27 2.15
S -3.262866 -0.429026 2.016613 2.04 -1.75 -2.71
C -2.327694 0.419118 0.779169 3.57 4.74 -1.55
N -1.354964 -0.074575 -0.367473 -5.56 0.94 5.81
N -1.016664 1.113969 -0.760930 3.05 -1.83 -6.08
C -0.147492 1.023126 -1.957744 -1.78 8.99 6.39
C 0.346459 2.339686 -2.155706 0.35 -2.80 -5.56
C -0.053540 3.515547 -1.650442 -5.59 -4.44 6.33
N -0.946535 3.419004 -0.516059 1.37 2.62 -2.76
C -1.521789 2.305999 -0.235244 1.33 -3.68 3.70
N -2.175151 1.914531 0.956638 -1.15 -4.38 -2.87
C 0.142608 4.773988 -2.120571 8.20 3.84 16.20
H -0.175449 5.009967 -2.880530 -5.06 3.97 -14.54
H -0.357815 5.646470 -1.336883 1.12 -2.79 -2.00
H 1.286231 4.999709 -1.860800 -2.05 -0.02 -1.56
H 0.680965 2.374348 -3.239354 0.81 0.31 1.39
C 0.317681 -0.129341 -2.459408 2.70 -7.51 -1.52
H 1.169831 -0.081410 -3.340111 -2.70 0.22 2.09
H -0.678295 -0.748199 -2.699366 2.47 0.59 0.17
H 0.940161 -0.773907 -1.515330 -2.11 1.77 -2.52
H -0.744530 -0.659519 2.631868 0.83 -3.98 -2.27
H 1.072940 -2.868228 2.549551 1.78 -0.09 -0.50
H 1.179192 -1.587601 3.589843 0.17 1.25 2.35
H 1.626984 0.098338 1.773914 -0.79 4.10 0.42
H 3.055645 -1.201287 1.985511 -3.23 1.68 -0.60
H 2.353627 -2.738805 -1.057840 -0.81 0.54 1.20
H 1.203770 -3.285646 0.389095 2.98 1.65 -0.93
H 3.019734 -2.996568 0.369637 4.84 -1.11 3.13
```
Positions in Å, forces in eV/Å.

The following is a DFT calculation (the ωB97M-V functional and the def2-TZVPD basis) of a single C5H7ClO molecule.

Calculated values
LUMO = 0.0321 hartree
ΔE to the lowest compared entry with this formula, charge and spin = 1.993 eV
Multiplicity = 1
HOMO = -9.8 eV
E = -19865.9599 eV
Frontier orbital gap = 10.67 eV

The geometry in XYZ format:
```
14
Properties=species:S:1:pos:R:3:forces:R:3
C 0.118784 0.949232 0.253443 -1.68 1.92 2.40
C -1.390314 0.213083 0.320236 1.86 -0.87 -2.13
C -0.925744 -1.124512 -0.476401 -2.38 -1.34 -0.63
C 0.387277 -1.377398 -0.581386 -0.08 2.46 2.65
C 1.073994 -0.312651 0.342422 -1.82 0.26 1.69
H 1.286533 1.891664 -0.805933 1.24 0.51 -0.54
H 0.151488 1.754667 1.131109 0.35 -2.38 -1.03
H -1.966123 0.027547 1.275354 1.75 -0.06 -0.35
H -2.200661 0.775974 -0.196662 1.04 -0.24 -0.45
H -1.737301 -1.863087 -0.898570 1.64 1.65 0.74
H 1.104846 -2.106867 -0.933408 -0.92 -0.44 -0.47
H 0.952946 -0.588585 1.506338 0.76 0.22 -2.62
O 0.344606 1.844432 -0.870232 -1.37 -1.99 0.56
Cl 2.799664 -0.083494 -0.066304 -0.40 0.31 0.19
```
Positions in Å, forces in eV/Å.

The following is a DFT calculation (the ωB97M-V functional and the def2-TZVPD basis) of a single C5H13NS molecule.

Calculated values
LUMO = 0.0345 hartree
ΔE to the lowest compared entry with this formula, charge and spin = 0.574 eV
Multiplicity = 1
HOMO = -8.8 eV
E = -17720.6773 eV
Frontier orbital gap = 9.73 eV

The geometry in XYZ format:
```
20
Properties=species:S:1:pos:R:3:forces:R:3
C 1.597305 0.559235 -0.063789 0.04 -0.51 0.67
N 0.157848 0.765283 -0.044316 -0.19 0.46 0.19
C -0.594366 -0.423231 0.243008 -0.08 -2.03 -0.21
C -1.949065 -0.128053 0.897527 0.66 0.33 -0.44
S -2.908008 -1.604558 1.277844 -0.32 -0.10 -0.06
C -0.684234 -1.402066 -0.962805 -0.67 -1.01 0.01
C 2.325731 1.773921 -0.596711 -0.12 0.08 0.30
H 1.868055 -0.409637 -0.508836 0.10 0.26 -0.62
H 1.906196 0.406641 0.979957 -0.06 0.21 -0.02
H -0.172449 1.133427 -0.929938 0.18 0.09 -0.03
H -0.101764 -1.062673 0.984592 0.47 0.68 0.26
H -2.519870 0.583414 0.316018 -0.40 -0.10 -0.39
H -1.733823 0.388986 1.807315 0.05 0.32 0.69
H -2.535947 -1.717766 2.555608 0.06 0.01 0.05
H -0.233305 -1.065950 -1.880007 0.08 0.70 -0.36
H -1.715493 -1.704571 -1.163507 -0.07 0.37 -0.21
H -0.219917 -2.387483 -0.819840 0.17 0.32 0.48
H 1.998391 2.615100 0.021372 0.11 0.09 -0.20
H 2.114107 2.008394 -1.640384 -0.07 -0.13 -0.03
H 3.400609 1.671587 -0.473111 0.10 -0.05 -0.07
```
Positions in Å, forces in eV/Å.